DFT (the ωB97M-V functional and the def2-TZVPD basis) results for a structure of composition C3H5O3 at a distorted geometry.

XYZ file:
```
11
Properties=species:S:1:pos:R:3:forces:R:3
C 2.25102 0.41057 -0.97725 0.302 0.170 0.273
C 1.11580 -0.00856 -0.37973 -0.861 -1.673 -1.848
O 0.88109 -1.07167 0.37091 -0.502 0.237 1.068
H 2.16899 0.79877 -1.98819 -0.155 0.774 0.427
H 3.25856 0.25037 -0.62229 0.027 -0.576 0.079
H 0.17828 0.32333 -0.83058 -0.014 0.436 -0.055
H -0.25788 -1.11164 0.54064 2.273 0.838 -0.025
O -1.41240 -0.61328 0.74757 -1.765 -0.439 0.365
C -2.46486 0.08668 0.98173 1.994 0.159 -0.186
O -3.21890 0.04030 1.93659 -0.490 -0.146 -0.042
H -2.49970 0.89512 0.22062 -0.809 0.220 -0.055
```
Forces are in eV/Å.

Summary:
**Multiplicity**: 1
**Total charge**: -1
**E_tot**: -9334.73807 eV
**Relative energy (zero: lowest compared OMol25 entry of this formula, charge and spin)**: 1.165 eV
**Maximum force**: 2.638 eV Å⁻¹